{"formula": "C11H21NO3P2", "method": "the ωB97M-V functional and the def2-TZVPD basis", "e_homo_ev": -7.9, "e_above_lowest_kcal_mol": 0.00, "total_charge": 0, "smiles": "CCOP(CCCO)#P(N)O.c1ccccc1", "species": ["C", "C", "O", "P", "C", "C", "C", "O", "P", "N", "O", "H", "H", "H", "H", "H", "H", "H", "H", "H", "H", "H", "H", "H", "H", "H", "C", "C", "C", "C", "C", "C", "H", "H", "H", "H", "H", "H"], "positions_angstrom": [[1.262, -1.811, 0.375], [0.152, -2.462, -0.464], [-0.886, -1.583, -0.904], [-1.632, -0.707, 0.291], [-3.401, -1.170, 0.176], [-3.640, -2.607, 0.653], [-4.918, -3.217, 0.045], [-4.691, -4.476, -0.568], [-1.759, 1.326, -0.560], [-0.480, 2.145, 0.225], [-1.169, 1.191, -2.107], [1.193, -0.731, 0.413], [2.218, -2.040, -0.087], [1.294, -2.241, 1.367], [-0.244, -3.324, 0.070], [0.603, -2.848, -1.371], [-3.952, -0.498, 0.827], [-3.822, -1.021, -0.817], [-3.775, -2.579, 1.730], [-2.817, -3.271, 0.410], [-5.305, -2.534, -0.715], [-5.697, -3.335, 0.788], [-3.968, -4.364, -1.206], [-0.225, 1.721, 1.111], [-0.832, 3.070, 0.443], [-1.875, 0.767, -2.624], [4.125, 2.970, -1.174], [2.908, 2.736, -0.548], [2.814, 2.821, 0.833], [3.935, 3.134, 1.590], [5.153, 3.360, 0.965], [5.248, 3.279, -0.418], [4.199, 2.909, -2.252], [2.031, 2.489, -1.132], [1.866, 2.641, 1.318], [3.859, 3.201, 2.668], [6.028, 3.600, 1.554], [6.197, 3.458, -0.906]], "lowdin_charge": [-0.10, -0.32, -0.43, 0.77, -0.44, -0.23, -0.27, -0.07, 0.63, -0.23, -0.37, 0.05, 0.07, 0.07, 0.10, 0.11, 0.07, 0.07, 0.10, 0.09, 0.10, 0.11, 0.09, 0.01, 0.02, 0.04, -0.10, -0.10, -0.10, -0.10, -0.10, -0.10, 0.10, 0.09, 0.07, 0.10, 0.10, 0.10]}

***

{"formula": "C11H22BeBr2CaClLiMgO13S", "method": "the ωB97M-V functional and the def2-TZVPD basis", "e_homo_ev": -10.5, "total_charge": 2, "species": ["C", "C", "Br", "C", "C", "C", "C", "C", "O", "O", "C", "O", "S", "O", "O", "O", "H", "H", "H", "H", "H", "H", "H", "H", "H", "H", "H", "H", "H", "Cl", "Ca", "O", "C", "C", "O", "H", "H", "H", "H", "Li", "C", "O", "O", "O", "H", "O", "H", "H", "Be", "Br", "Mg", "O", "H", "H"], "positions_angstrom": [[3.502, -3.398, -2.566], [2.917, -2.311, -1.438], [2.185, -3.412, 0.071], [1.811, -1.385, -2.216], [1.063, -0.260, -1.290], [1.864, 1.074, -0.780], [3.490, 1.038, -0.980], [4.109, 2.586, -1.109], [3.410, 3.698, -0.869], [5.519, 2.660, -1.573], [-0.090, 0.313, -2.357], [-1.433, 0.440, -1.732], [-1.272, 0.210, -0.025], [-2.250, -0.838, 0.599], [-0.977, 1.521, 0.767], [0.210, -0.690, -0.156], [4.241, -2.869, -3.340], [2.609, -3.931, -3.138], [4.151, -4.204, -1.973], [3.862, -1.737, -1.047], [0.965, -2.124, -2.617], [2.311, -0.936, -3.198], [1.385, 2.079, -1.209], [1.678, 1.141, 0.398], [3.954, 0.612, 0.033], [3.867, 0.476, -1.934], [5.606, 1.908, -2.259], [0.062, 1.389, -2.798], [-0.263, -0.319, -3.349], [6.550, 0.982, -0.818], [0.550, -4.828, 0.852], [-4.949, 3.075, 1.195], [-4.161, 2.739, 0.164], [-4.939, 3.011, -1.209], [-4.157, 2.663, -2.240], [-3.823, 1.689, 0.112], [-3.201, 3.277, 0.071], [-5.265, 4.065, -1.161], [-5.906, 2.485, -1.113], [-4.906, 5.751, -1.439], [-2.364, -5.977, 4.332], [-3.163, -6.945, 4.309], [-2.361, -5.400, 5.525], [-1.613, -5.501, 3.453], [-3.026, -6.035, 5.859], [-3.390, -4.476, 8.252], [-2.488, -4.715, 8.513], [-3.439, -3.523, 8.422], [7.994, -0.376, 0.764], [-0.406, 0.965, 3.017], [-2.506, 0.407, -3.211], [-2.790, 7.740, -0.666], [-1.888, 7.501, -0.405], [-2.839, 8.693, -0.496]], "lowdin_charge": [-0.14, -0.57, 0.70, -0.13, -0.35, -0.09, -0.14, -0.27, 0.03, -0.28, -0.19, -0.53, 0.79, -0.30, -0.55, -0.28, 0.12, 0.11, 0.10, 0.12, 0.15, 0.18, 0.15, 0.14, 0.12, 0.10, 0.04, 0.15, 0.08, 0.17, 1.36, 0.00, -0.33, -0.37, -0.24, 0.10, 0.12, 0.03, 0.14, 0.88, -0.89, -0.03, 0.06, -0.12, 0.11, -0.06, 0.04, 0.04, 0.56, 0.12, 1.02, -0.07, 0.05, 0.06]}

***

{"formula": "C11H22Cl2LuO", "method": "the ωB97M-V functional and the def2-TZVPD basis", "e_homo_ev": [-1.1, -1.1], "e_above_lowest_kcal_mol": 16.47, "total_charge": -1, "species": ["Lu", "Cl", "Cl", "C", "H", "H", "C", "C", "H", "C", "H", "C", "H", "H", "C", "H", "H", "C", "H", "H", "H", "H", "C", "C", "O", "C", "C", "H", "H", "H", "H", "H", "H", "H", "H", "H", "H"], "positions_angstrom": [[-0.223, -0.715, -1.622], [1.425, 1.021, -2.129], [-1.129, -2.990, -1.336], [-1.017, -0.468, -3.581], [-1.779, -1.158, -3.995], [-0.683, 0.254, -4.358], [1.264, -1.023, 1.781], [1.502, -1.509, 0.604], [0.285, -1.193, 2.240], [2.811, -1.291, -0.122], [0.773, -2.145, 0.063], [3.907, -0.755, 0.805], [3.171, -2.199, -0.640], [2.640, -0.528, -0.915], [3.417, 0.294, 1.809], [4.306, -1.589, 1.395], [4.704, -0.333, 0.189], [2.250, -0.286, 2.619], [4.231, 0.566, 2.500], [3.087, 1.202, 1.282], [2.699, -0.915, 3.408], [1.723, 0.510, 3.155], [-2.637, 1.202, 1.728], [-2.267, 0.036, 0.834], [-1.682, 0.455, -0.426], [-2.366, 1.610, -1.088], [-3.071, 1.163, -2.350], [-1.804, 1.904, 1.839], [-2.911, 0.832, 2.719], [-3.517, 1.737, 1.361], [-1.523, -0.612, 1.308], [-3.143, -0.582, 0.602], [-3.100, 2.022, -0.393], [-1.585, 2.363, -1.255], [-3.583, 0.197, -2.215], [-3.825, 1.905, -2.632], [-2.349, 1.014, -3.183]], "lowdin_charge": [0.75, -0.16, -0.23, -0.52, -0.13, -0.13, -0.13, -0.19, 0.10, -0.23, 0.00, -0.21, 0.12, -0.01, -0.20, 0.11, 0.11, -0.20, 0.10, 0.12, 0.11, 0.10, -0.09, -0.24, -0.39, -0.22, -0.14, 0.09, 0.08, 0.06, 0.09, 0.13, 0.08, 0.12, 0.08, 0.06, 0.01]}

***

{"formula": "C11H22CuN3O", "method": "the ωB97M-V functional and the def2-TZVPD basis", "e_homo_ev": [-0.9, -2.7], "e_above_lowest_kcal_mol": 23.86, "total_charge": -1, "s2": 0.768, "multiplicity": 2, "species": ["C", "Cu", "N", "H", "H", "H", "H", "H", "H", "H", "H", "C", "C", "N", "C", "C", "C", "O", "C", "C", "C", "C", "N", "C", "H", "H", "H", "H", "H", "H", "H", "H", "H", "H", "H", "H", "H", "H"], "positions_angstrom": [[3.264, 2.349, -3.892], [2.026, 1.264, -3.086], [0.815, 0.340, -4.680], [3.051, 0.364, -2.113], [3.253, 0.230, -2.892], [4.305, 2.438, -3.327], [2.722, 3.450, -3.933], [3.479, 1.935, -4.949], [-0.113, 0.658, -4.356], [0.772, -0.685, -4.797], [0.971, 0.712, -5.636], [-0.075, -3.376, 3.182], [-0.385, -1.945, 3.581], [-0.848, -1.110, 2.464], [-2.314, -1.000, 2.316], [-2.896, -0.103, 3.401], [0.080, -0.771, 1.518], [1.265, -1.202, 1.610], [-0.197, 0.174, 0.378], [-1.169, 1.183, 0.396], [-1.284, 2.100, -0.668], [-0.330, 2.058, -1.698], [0.693, 1.179, -1.642], [0.733, 0.221, -0.676], [-0.931, -3.828, 2.670], [0.159, -3.974, 4.067], [0.795, -3.376, 2.523], [-1.169, -1.911, 4.347], [0.525, -1.483, 3.994], [-2.552, -0.607, 1.322], [-2.756, -2.011, 2.390], [-2.373, 0.859, 3.402], [-3.958, 0.081, 3.208], [-2.796, -0.553, 4.395], [-1.829, 1.267, 1.241], [-2.077, 2.847, -0.723], [-0.406, 2.739, -2.560], [1.550, -0.511, -0.778]], "lowdin_spin": [0.00, 0.01, 0.00, 0.00, 0.00, 0.00, 0.00, 0.00, 0.00, 0.00, 0.00, 0.00, 0.00, 0.02, 0.00, 0.00, 0.08, 0.09, 0.16, 0.21, 0.04, 0.23, 0.11, 0.01, 0.00, 0.00, 0.00, 0.00, 0.00, 0.00, 0.00, 0.00, 0.00, 0.00, 0.02, 0.00, 0.02, 0.00]}

***

{"formula": "C11H22N2O2", "method": "the ωB97M-V functional and the def2-TZVPD basis", "e_homo_ev": -7.7, "e_above_lowest_kcal_mol": 97.84, "total_charge": 0, "smiles": "CC1CN(C(=O)OCC[C@H](C)N(C)C)C1", "species": ["C", "C", "C", "N", "C", "O", "O", "C", "C", "C", "C", "N", "C", "C", "C", "H", "H", "H", "H", "H", "H", "H", "H", "H", "H", "H", "H", "H", "H", "H", "H", "H", "H", "H", "H", "H", "H"], "positions_angstrom": [[-3.587, -1.880, -3.765], [-2.731, -2.475, -2.535], [-2.082, -1.402, -1.553], [-0.856, -1.957, -1.832], [0.341, -1.219, -1.820], [1.303, -1.570, -2.409], [0.298, -0.113, -1.019], [1.521, 0.623, -0.807], [1.496, 1.647, 0.315], [1.515, 1.005, 1.703], [0.474, -0.133, 2.096], [1.599, 2.022, 2.673], [0.522, 2.904, 2.962], [2.581, 2.142, 3.711], [-1.286, -2.929, -2.793], [-4.494, -1.351, -3.381], [-3.941, -2.603, -4.503], [-2.895, -1.217, -4.299], [-3.264, -3.307, -2.141], [-2.401, -1.552, -0.483], [-2.075, -0.349, -1.713], [1.814, 1.099, -1.858], [2.315, -0.091, -0.641], [2.397, 2.270, 0.169], [0.673, 2.272, 0.181], [2.432, 0.463, 1.737], [0.697, -0.982, 1.453], [-0.539, 0.150, 2.155], [0.700, -0.419, 3.086], [0.933, 3.771, 3.421], [-0.098, 2.437, 3.762], [-0.108, 3.233, 2.216], [3.266, 1.187, 3.673], [3.281, 2.940, 3.585], [2.139, 2.212, 4.732], [-1.072, -3.950, -2.307], [-0.865, -2.878, -3.770]], "lowdin_charge": [-0.05, -0.23, -0.13, -0.07, -0.51, 0.13, -0.01, -0.17, -0.12, -0.36, 0.00, -0.28, -0.10, -0.10, -0.11, 0.08, 0.06, 0.07, 0.11, 0.13, 0.11, 0.17, 0.11, 0.14, 0.09, 0.12, 0.07, 0.06, 0.06, 0.07, 0.10, 0.06, 0.12, 0.06, 0.09, 0.14, 0.11]}

***

{"formula": "C11H22N4O4", "method": "the ωB97M-V functional and the def2-TZVPD basis", "e_homo_ev": -9.0, "e_above_lowest_kcal_mol": 6.32, "total_charge": 0, "smiles": "NCCCC[C@H](N)C(=O)N[C@@H](CCC(N)=O)C(=O)O", "species": ["N", "C", "C", "C", "C", "C", "N", "C", "O", "N", "C", "C", "C", "C", "N", "O", "C", "O", "O", "H", "H", "H", "H", "H", "H", "H", "H", "H", "H", "H", "H", "H", "H", "H", "H", "H", "H", "H", "H", "H", "H"], "positions_angstrom": [[5.972, -2.635, 2.284], [5.391, -1.713, 1.307], [3.920, -1.435, 1.508], [3.424, -0.373, 0.494], [1.932, -0.112, 0.679], [1.408, 0.949, -0.308], [2.004, 2.240, 0.041], [-0.143, 0.995, -0.226], [-0.704, 1.774, 0.522], [-0.793, 0.056, -0.923], [-2.263, -0.103, -0.793], [-2.959, 0.952, -1.681], [-4.501, 1.006, -1.614], [-5.116, 0.945, -0.219], [-5.676, 2.080, 0.300], [-5.029, -0.099, 0.427], [-2.587, -1.489, -1.373], [-1.833, -2.031, -2.116], [-3.810, -2.008, -1.108], [5.483, -3.527, 2.279], [5.853, -2.231, 3.224], [5.618, -2.158, 0.290], [5.995, -0.790, 1.310], [3.667, -1.051, 2.503], [3.304, -2.364, 1.387], [3.922, 0.551, 0.771], [3.658, -0.715, -0.511], [1.794, 0.304, 1.687], [1.307, -1.051, 0.562], [1.717, 0.651, -1.337], [1.390, 2.708, 0.742], [1.858, 2.936, -0.699], [-0.356, -0.616, -1.570], [-2.545, 0.000, 0.242], [-2.575, 1.919, -1.368], [-2.688, 0.793, -2.727], [-4.913, 0.209, -2.253], [-4.890, 1.908, -2.118], [-6.208, 2.027, 1.164], [-5.754, 2.892, -0.284], [-4.273, -1.394, -0.496]], "lowdin_charge": [-0.03, -0.32, -0.23, -0.22, -0.18, -0.33, 0.04, -0.47, 0.06, 0.11, -0.19, -0.10, -0.10, -0.48, 0.18, 0.03, -0.47, 0.12, 0.12, 0.06, 0.07, 0.13, 0.11, 0.11, 0.12, 0.11, 0.11, 0.12, 0.13, 0.15, 0.09, 0.08, 0.15, 0.15, 0.12, 0.13, 0.13, 0.12, 0.12, 0.10, 0.06]}

***

Short version: maximum force = 0.022; 0.177; 0.058; 0.084; 0.094; 0.032 Eh/bohr, in the order given.
Short version: molar mass = 277.24; 669.95; 416.17; 275.86; 214.31; 274.32 g/mol, in the order given.